# C4H7NO

A cluster of 2 separate species, C4H7NO in total in a non-equilibrium geometry (ωB97M-V/def2-TZVPD, the Open Molecules 2025 dataset).

```
13
Properties=species:S:1:pos:R:3:forces:R:3
C -1.45857 -0.89668 0.17180 -0.26 -0.02 -0.03
C -0.25389 1.49139 1.68738 0.78 -0.59 0.96
O 0.38117 0.82159 2.34997 -0.70 0.82 -0.67
C 0.42154 0.35578 -0.88156 0.10 0.00 -0.07
C 1.72584 0.65592 -0.86918 -0.12 -0.04 -0.02
N -0.12570 -0.81857 -0.38814 0.24 -0.01 0.12
H -1.83105 -1.91931 0.07783 0.00 0.08 -0.04
H -2.13273 -0.24172 -0.38629 0.10 -0.06 0.01
H -1.53320 -0.61926 1.23404 0.08 -0.04 -0.22
H -0.30252 1.02894 -1.33929 0.08 -0.13 0.03
H 2.44192 0.01443 -0.36056 -0.07 0.04 -0.12
H 2.11413 1.53139 -1.37471 -0.15 -0.07 0.08
H 0.55309 -1.40390 0.07869 -0.08 0.01 -0.04
```
Forces are in eV/Å.

gap between HOMO and LUMO	9.16	eV
ΔE to the lowest compared entry with this formula, charge and spin	42.7	kcal per mole


# C16H34As3FI2O5Pr

A structure of composition C16H34As3FI2O5Pr in a non-equilibrium geometry (ωB97M-V/def2-TZVPD, the Open Molecules 2025 dataset).

```
62
Properties=species:S:1:pos:R:3:forces:R:3
Pr -1.44771 1.76276 -1.37592 -0.41 0.91 0.54
O -3.92670 4.53826 1.61767 -0.91 -1.20 -0.44
C -3.91108 3.41848 0.88272 0.16 0.66 -0.40
O -2.88336 3.10576 0.30840 0.51 -0.57 0.10
C -5.22918 2.68864 0.71504 -0.02 -0.18 -0.04
O -5.04980 1.30124 0.78863 -0.12 -0.13 0.38
C -5.47403 0.47248 -0.29046 1.28 1.65 -1.68
C -4.29055 0.51427 -1.34009 0.05 -1.53 0.48
O -3.89590 1.62410 -1.85048 0.17 0.31 0.25
O -3.68560 -0.55828 -1.51882 0.23 0.69 -0.06
H -3.05060 4.90894 1.49651 0.58 0.49 0.15
H -5.65774 2.99608 -0.23657 0.17 0.15 -0.31
H -5.92019 3.01024 1.47123 -0.29 0.18 0.60
H -6.40201 0.77471 -0.78940 -0.04 0.26 0.39
H -5.57524 -0.51195 0.09634 0.02 -0.74 0.23
I -1.17825 1.43355 -4.83847 0.05 -0.07 0.28
C -2.93988 2.61587 -4.69235 -0.46 0.15 -0.63
I -2.62908 4.40811 -3.58676 0.02 -0.30 0.00
H -3.68346 2.01046 -4.17157 0.15 0.22 -0.09
H -3.24359 2.87005 -5.72338 0.18 -0.12 0.69
C -2.63565 -1.72909 1.06923 -0.12 1.14 0.44
As -1.07101 -0.54613 0.97290 -0.11 -0.54 -0.26
C -0.94962 -0.19836 2.88767 -0.34 0.10 -0.02
C 0.20376 -2.07043 0.75674 0.17 0.38 0.37
C 1.71548 -1.72065 0.61314 -0.22 -0.92 -0.54
C 2.11770 -0.58490 1.52605 0.53 -0.38 0.29
C 2.02202 -1.37715 -0.84726 0.68 -0.29 0.51
As 1.63377 0.33697 -1.62810 0.57 0.83 -0.14
C 3.00036 1.46590 -0.70862 -0.46 0.32 -0.36
C 2.81708 -0.08975 -3.15852 -0.61 0.13 0.28
C 2.53680 -3.02225 0.87151 0.19 0.06 0.71
As 4.55449 -3.21981 1.12189 -0.30 0.56 0.21
C 4.76840 -2.48417 2.95023 -0.51 0.31 -0.37
C 5.36234 -1.63444 0.23382 -0.40 -0.32 -0.48
H -2.37229 -2.50147 1.77032 -0.07 -0.28 0.47
H -2.82647 -2.17100 0.11380 -0.27 -0.04 -0.55
H -3.49866 -1.12470 1.42276 0.47 -0.58 -0.27
H -1.04800 -1.17438 3.35338 0.19 -0.08 0.22
H -1.82014 0.39270 3.20098 0.30 0.00 -0.14
H -0.02200 0.28881 3.18226 -0.15 -0.01 -0.02
H -0.18914 -2.64939 -0.08767 0.26 0.13 -0.04
H 0.02938 -2.70309 1.63973 0.09 0.26 -0.05
H 1.57918 0.30622 1.24264 -0.18 0.45 0.09
H 3.19692 -0.38670 1.42364 -0.55 0.02 0.19
H 1.89350 -0.81395 2.57076 0.11 -0.01 -0.04
H 1.60903 -2.14219 -1.49977 -0.08 -0.10 -0.13
H 3.11351 -1.41779 -0.95059 -0.21 -0.14 -0.10
H 3.91661 0.89666 -0.59195 0.07 -0.11 -0.12
H 2.71208 1.85947 0.26323 -0.23 -0.11 -0.09
H 3.18879 2.32943 -1.35362 0.00 -0.17 0.00
H 3.76415 -0.38591 -2.72178 0.19 0.06 -0.02
H 2.94762 0.75595 -3.81711 0.04 0.19 -0.17
H 2.40881 -0.93489 -3.70206 -0.09 -0.05 -0.15
H 2.32980 -3.72338 0.06916 -0.15 -0.16 -0.15
H 2.19202 -3.51076 1.79759 -0.02 0.12 -0.18
H 4.23007 -3.07273 3.68994 0.03 -0.11 -0.03
H 4.41232 -1.44544 3.00064 0.20 -0.30 0.04
H 5.82962 -2.51608 3.16490 0.17 0.01 0.13
H 5.43778 -1.86097 -0.83832 -0.02 0.21 0.20
H 6.37214 -1.48134 0.60288 0.05 -0.08 0.17
H 4.77718 -0.72468 0.38442 0.26 -0.15 -0.02
F -0.16579 3.40215 -0.95309 -0.81 -1.21 -0.32
```
Forces are in eV/Å.

<S²>	2.002
gap between HOMO and LUMO (spin up / spin down)	7.53 / 7.56	eV
2S+1	3
ΔE to the lowest compared entry with this formula, charge and spin	0.0	kcal per mole
charge	+1